Record 1
75
Properties=species:S:1:pos:R:3:forces:R:3 method="wB97M-V/def2-TZVPD" e_above_lowest_kj_mol=134.1 homo_ha=-0.3828 charge=+1 gap_ev=8.044
H -1.100 -1.368 -4.755 -0.1 0.1 0.4
C -3.683 -0.404 1.503 -0.3 0.7 0.3
H -2.930 -5.759 -3.988 -0.6 -0.7 0.1
C -2.644 -1.388 1.991 -0.6 0.1 -1.3
C -0.114 2.319 -2.372 -0.1 -0.6 0.6
H 4.930 -4.675 2.140 -0.5 0.2 -0.3
S -1.826 -1.725 -2.035 0.1 0.3 0.0
C 3.342 -1.116 1.780 -0.4 1.2 1.0
H -2.142 -1.663 1.053 0.2 -0.3 0.3
H 0.612 6.202 1.970 0.2 -0.8 -0.1
H 1.688 -4.664 -1.631 -0.2 -0.6 -0.6
C 1.613 2.347 -4.104 -0.8 0.8 -0.8
C 2.898 2.174 -4.547 0.7 -1.2 0.2
H -0.208 5.341 0.696 0.0 -0.1 -0.5
H -2.457 -4.191 -2.329 -0.3 -0.5 -0.1
C 4.250 -1.387 2.770 -0.2 -0.3 -0.5
H 2.671 0.690 2.466 0.2 0.3 -0.1
C -0.175 3.101 2.669 -0.2 -1.1 -0.2
C 2.023 -4.006 -0.876 1.7 0.7 2.1
H 0.891 2.775 -4.851 0.6 -0.2 1.1
Cl 3.412 2.689 -6.122 -0.2 0.0 0.0
H 1.273 4.581 1.353 0.3 0.3 -0.2
C 2.117 1.286 -1.972 -0.3 0.6 -0.4
C -4.169 1.452 0.281 1.5 0.2 -0.7
C 4.451 -3.697 2.030 -0.8 -0.4 -1.1
C -5.928 0.533 1.475 0.8 -0.8 0.5
H -6.901 0.380 1.897 -0.7 0.6 -0.3
H -1.343 -1.618 3.378 -0.3 1.2 -0.4
O 1.868 1.041 -0.723 0.4 0.0 0.1
C 3.009 -4.341 0.074 -1.1 -0.3 -1.4
C 1.506 -2.703 -0.791 -0.2 -0.5 -0.7
C 4.786 -2.725 2.885 -1.0 1.8 0.1
C 3.438 -3.412 1.017 1.2 -0.7 0.6
H -3.779 2.178 -0.393 0.3 0.5 -0.5
H -3.077 -4.463 -5.195 -0.7 0.3 -0.3
H -0.694 1.346 3.766 0.2 -0.3 -0.1
C -1.243 5.058 3.523 0.3 0.8 1.2
H -3.177 -2.255 2.386 0.3 0.0 0.2
C -5.473 1.553 0.647 -1.4 -1.0 0.8
C -2.501 -4.878 -4.396 1.8 -0.1 0.0
H 2.991 0.722 0.776 -0.2 -0.8 1.2
H -0.642 3.001 -3.032 -0.4 0.3 -0.2
C 3.371 0.974 -2.539 1.0 0.0 0.7
H 4.573 -0.602 3.455 -0.1 -0.3 -0.2
H -6.142 2.307 0.265 0.1 0.2 0.0
C -1.866 -2.710 -3.393 0.3 1.0 -0.7
H 4.791 1.147 -4.147 0.0 0.2 0.1
H -0.869 4.920 4.559 -0.2 0.1 -0.5
C -5.020 -0.438 1.889 0.2 -0.1 0.1
H 0.767 -2.386 -1.521 -0.2 0.0 0.2
C -0.778 2.413 3.891 0.3 0.4 -0.4
C 1.216 1.977 -2.798 0.7 -0.1 -1.2
N -0.376 4.424 2.564 0.5 -1.0 -0.2
H 3.484 -5.307 0.090 -0.1 -0.3 -0.1
C 3.812 1.418 -3.772 -1.1 0.1 0.2
N -2.312 -3.956 -3.296 0.2 0.0 -0.1
Sn 0.397 0.266 0.507 -0.1 0.0 0.0
Cl 4.500 0.177 -1.431 -0.2 0.1 -0.6
H -0.172 2.740 4.769 -0.9 -0.2 -0.3
C 0.404 5.186 1.572 -1.0 0.5 0.8
H -1.221 6.122 3.343 -0.1 0.3 -0.1
O -0.648 1.877 -1.367 -0.3 0.3 0.1
H -5.360 -1.239 2.522 -0.1 -0.1 0.2
H -1.856 2.623 3.945 0.5 0.1 0.5
N -3.270 0.535 0.658 -0.1 0.2 0.3
N -1.529 -2.272 -4.649 0.2 -0.5 0.1
O 0.476 2.423 1.834 0.0 0.8 0.3
H -2.284 4.732 3.519 0.1 -0.1 -0.4
N 2.650 0.161 1.605 0.6 -0.1 -0.2
C 2.865 -2.150 0.951 0.2 0.6 0.1
H -1.532 -5.187 -4.869 -0.5 0.2 0.5
H 5.365 -2.921 3.738 1.1 -0.3 0.8
N 1.886 -1.817 0.095 -0.4 -0.1 -0.5
H -1.173 -2.942 -5.320 -0.3 0.0 0.1
O -1.711 -0.824 2.914 0.1 -1.3 0.6

***

Record 2
73
Properties=species:S:1:pos:R:3:forces:R:3 method="wB97M-V/def2-TZVPD" e_above_lowest_kj_mol=64.9 multiplicity=2 homo_ha="-0.2451 / -0.2538" charge=0 gap_ev="7.066 / 7.303"
H -2.581 -1.212 1.294 0.0 0.0 0.0
H -3.554 0.315 5.032 0.0 0.0 0.0
H -2.201 3.277 3.451 0.0 0.0 0.0
C 0.902 -3.210 2.194 0.0 0.0 0.0
C 2.705 1.853 0.109 0.0 0.0 -0.1
C 1.434 -3.006 -2.939 -0.2 0.0 0.0
H 3.400 3.606 1.128 0.0 0.0 0.0
C 5.454 -0.777 0.596 0.0 0.0 0.0
H 2.525 -0.912 -5.930 0.0 0.0 0.0
C -1.654 3.348 -1.956 0.0 0.0 0.0
C -2.707 0.125 4.368 0.0 0.0 0.0
O -0.128 0.044 -1.612 0.0 -0.1 0.0
N 0.725 2.103 -1.062 0.0 0.1 0.1
C -2.779 2.360 3.586 0.0 0.0 0.0
C -3.823 3.110 -2.971 0.0 0.0 0.0
C 2.551 3.286 0.528 0.0 0.0 0.0
H 0.931 -3.031 3.259 0.0 0.0 0.0
H -4.382 1.114 -3.525 0.0 0.0 0.0
H -4.748 3.551 -3.319 0.0 0.0 0.0
H -2.994 4.978 -2.317 0.0 0.0 0.0
C -4.025 0.678 2.479 0.0 0.0 0.0
H 2.451 3.926 -0.348 0.0 0.0 0.0
H -1.744 2.746 1.145 0.0 0.0 0.0
Co 1.599 -0.542 -1.036 0.2 0.0 -0.1
H -2.075 -0.641 4.823 0.0 0.0 0.0
C 3.833 1.117 0.554 0.0 -0.1 0.0
N 0.962 -3.776 -1.884 0.0 0.0 0.0
H 6.248 -0.437 -0.071 0.0 0.0 0.0
H 5.715 -0.474 1.609 0.0 0.0 0.0
H -4.886 0.876 3.123 0.0 0.0 0.0
N 1.671 -1.713 -2.781 0.2 0.0 0.0
H -3.628 2.577 4.240 0.0 0.0 0.0
C 1.179 -2.193 1.310 0.0 0.0 0.0
C 2.050 -0.999 -3.850 0.0 0.0 0.0
C 0.910 -3.544 -0.518 0.0 0.0 0.0
H -4.387 0.330 1.510 0.0 0.0 0.0
N -1.941 1.364 4.251 0.0 0.0 0.0
C 0.584 -4.460 1.668 0.0 0.0 0.0
C -2.836 3.911 -2.408 0.0 0.0 0.0
C -0.700 1.145 3.505 0.0 0.0 0.0
H 2.213 0.056 -3.664 0.0 0.0 0.0
H -0.879 3.958 -1.511 0.0 0.0 0.0
H 4.540 1.631 1.190 0.0 0.0 0.0
C -2.148 -0.816 2.217 0.0 0.0 0.0
H 1.426 -1.197 1.654 0.0 0.0 0.0
H 0.373 -5.599 -0.135 0.0 0.0 0.0
C -2.231 1.780 1.304 0.0 0.0 0.0
C 1.596 -3.645 -4.177 0.0 0.0 0.0
H 0.343 -5.289 2.320 0.0 0.0 0.0
H -2.259 0.112 -2.701 0.0 0.0 0.0
C -0.206 1.337 -1.545 0.0 -0.1 0.0
H 0.773 -4.730 -2.138 0.0 0.0 0.0
C 0.594 -4.635 0.306 0.0 0.0 0.0
P -0.929 0.522 1.758 -0.1 0.1 0.1
N 1.800 1.311 -0.662 -0.1 -0.2 0.1
H 1.406 -4.707 -4.266 0.0 0.0 0.0
H 2.122 -3.376 -6.225 0.0 0.0 0.0
N -3.301 1.931 2.294 0.0 0.0 0.0
O 3.408 -0.929 -0.568 -0.1 -0.1 0.1
H 5.399 -1.863 0.539 0.0 0.0 0.0
H -1.611 -1.642 2.693 0.0 0.0 0.0
H -0.079 0.434 4.058 0.0 0.0 0.0
C 2.222 -1.537 -5.104 0.0 0.0 0.0
H -0.140 2.085 3.467 0.0 0.0 0.0
C -2.434 1.177 -2.631 0.0 0.0 0.0
N 1.159 -2.341 -0.023 -0.2 0.1 -0.1
C 1.992 -2.901 -5.262 0.0 0.0 0.0
C 4.135 -0.179 0.170 0.1 0.2 -0.1
N -3.232 -0.381 3.102 0.0 0.0 0.0
H -2.673 1.497 0.348 0.0 0.0 0.0
C -3.618 1.742 -3.084 0.0 0.0 0.0
C -1.447 1.974 -2.060 -0.1 0.0 0.0
H 1.630 3.406 1.102 0.0 0.0 0.0

***

Record 3
71
Properties=species:S:1:pos:R:3:forces:R:3 method="wB97M-V/def2-TZVPD" e_above_lowest_kj_mol=0.0 multiplicity=2 homo_ha="-0.5336 / -0.5320" charge=+2 gap_ev="8.180 / 8.688"
C 0.963 -2.377 2.608 0.1 0.0 0.0
N 2.113 2.413 -1.685 0.0 0.1 -0.1
H 3.649 0.625 0.429 0.0 0.0 0.0
H -1.040 -4.550 5.101 0.0 0.0 0.0
H -4.064 -2.491 1.136 0.0 0.0 0.0
C 3.796 0.577 1.504 0.0 0.0 0.0
H 5.366 2.032 1.498 0.0 0.0 0.0
N 1.499 3.036 2.293 0.0 0.0 -0.2
C -3.106 0.293 0.957 -0.2 -0.2 -0.1
P 1.776 -1.286 1.415 0.1 -0.1 0.1
H 2.581 4.806 2.124 0.0 0.0 0.1
H 0.229 -0.696 3.737 0.0 0.0 0.1
H 0.326 3.323 4.020 0.0 0.0 0.0
H 5.760 1.869 3.933 0.0 0.0 0.0
C -0.487 -3.941 4.400 0.1 0.0 -0.1
H 1.505 -4.250 1.686 -0.1 0.0 0.0
H -0.151 -2.611 -0.063 0.0 0.0 0.0
H 2.711 -1.117 4.238 0.0 0.0 0.1
C -3.599 -0.753 -0.050 0.1 0.0 0.2
C -0.481 -2.558 4.531 0.0 0.0 0.0
O 0.980 -0.476 -1.215 -0.8 0.3 0.4
N -1.821 0.934 0.540 0.1 0.1 0.0
C 2.876 -1.964 -1.107 -0.2 0.1 0.2
C 3.601 -3.260 0.796 -0.1 0.1 0.0
C 0.233 -1.774 3.640 0.1 -0.1 -0.1
C 0.227 -4.540 3.373 -0.1 0.0 0.1
C 4.567 -3.662 -1.365 0.0 0.0 0.1
H -1.265 -1.834 -0.912 0.0 -0.1 0.0
C 2.766 -2.278 0.259 0.0 0.0 -0.1
H 3.863 -2.388 -2.946 0.0 0.0 0.0
H -4.672 -0.629 -0.192 0.0 0.0 0.0
H 1.868 1.522 -2.110 0.0 0.0 0.0
O 2.520 -0.309 -2.773 -0.1 0.0 0.0
H -2.946 -0.145 1.944 0.0 0.0 0.0
H 2.003 3.902 4.119 0.0 0.0 0.0
C -1.953 -2.486 0.916 -0.2 0.0 0.0
H 1.663 2.162 4.184 0.0 0.0 0.0
C 4.481 -3.959 -0.011 0.0 0.0 -0.1
H 2.680 3.039 -2.233 0.0 0.0 0.0
N 1.150 1.807 0.311 -0.2 0.0 0.1
C 4.766 1.364 2.101 0.0 0.0 0.0
C 3.034 -0.304 2.273 0.0 0.0 0.1
C 2.190 3.965 1.569 0.0 0.0 -0.1
H 2.943 4.580 -0.309 0.0 0.0 0.0
H 5.109 -4.724 0.423 0.0 0.0 0.0
C 4.251 0.375 4.234 0.0 0.0 0.0
H -3.154 -0.540 -1.028 0.0 0.0 0.0
C 2.111 -0.852 -1.775 0.7 -0.4 -0.1
C 4.990 1.266 3.470 0.0 0.0 0.0
O 0.295 1.080 2.203 0.0 -0.2 -0.4
C 3.782 -2.656 -1.902 0.0 0.0 -0.1
C -3.344 -2.209 0.366 0.0 0.2 0.0
H -3.536 -2.859 -0.490 0.0 0.0 0.0
C 1.873 2.675 -0.414 0.1 0.0 0.1
N -0.896 -1.924 0.035 0.3 0.0 -0.1
H 0.232 -5.616 3.270 0.0 0.0 0.0
C 3.271 -0.410 3.642 0.0 0.0 -0.1
C 1.358 3.110 3.748 0.0 0.0 0.2
H -1.817 -3.563 1.009 0.0 0.0 0.0
H -3.856 1.078 1.071 0.1 0.0 0.0
H 3.567 -3.464 1.860 0.1 0.0 0.0
C 0.950 -3.764 2.478 0.0 0.0 -0.1
H 4.447 0.278 5.293 0.0 0.0 0.0
C 2.385 3.838 0.240 0.0 0.0 -0.1
H -1.033 -2.089 5.334 0.0 0.0 0.0
H -1.652 1.663 1.233 0.1 0.0 -0.2
H 5.257 -4.203 -1.996 0.0 0.0 0.0
Cr 0.113 -0.039 0.332 0.1 0.2 -0.1
H -1.999 1.432 -0.335 0.0 -0.1 0.0
C 0.975 1.980 1.627 -0.1 -0.1 0.2
H -1.831 -2.067 1.912 0.0 0.0 0.0

***

Short version: maximum force = 2.773 0.248 0.918 eV Å⁻¹, in the order given.